# 1
DFT (ωB97M-V/def2-TZVPD) results for a cluster of 9 separate species, C27H63F3O33P6 in total.

Values from the calculation:
LUMO level: 0.22 eV
F_max: 0.1169 hartree/bohr
E_tot: -160483.9285 eV

```
132
Properties=species:S:1:pos:R:3:forces:R:3:mulliken_charge:R:1
C 14.20930 -13.59439 -9.72267 -2.4 0.6 -1.1 -0.08
C 12.77722 -13.15085 -10.18161 -0.5 -3.3 -0.5 0.13
O 12.68796 -13.56858 -11.59450 2.5 1.3 1.4 -0.34
C 14.04998 -13.48271 -12.03071 -1.1 -1.1 -5.0 0.57
O 14.38593 -13.47973 -13.25684 -1.4 0.2 5.8 -0.58
O 14.85806 -13.59008 -10.99642 1.6 0.8 0.1 -0.12
F 12.57943 -11.85452 -10.08540 0.4 2.0 -0.2 -0.24
H 14.28853 -14.61281 -9.34234 -0.3 0.2 0.2 0.26
H 14.47261 -12.82137 -9.00073 1.1 -0.1 -0.3 0.08
H 11.96966 -13.59742 -9.60149 0.0 -0.5 -0.4 0.29
C 18.53371 -7.57047 -2.33916 2.4 -0.6 -0.7 0.09
C 19.38815 -6.38957 -1.88602 0.0 -2.7 0.1 0.44
O 19.86256 -6.87610 -0.63510 1.7 -0.8 0.3 -0.40
C 20.07463 -8.23832 -0.75414 0.3 -1.6 3.5 0.58
O 20.68617 -8.96854 0.07595 -2.1 3.2 -3.8 -0.61
O 19.31733 -8.68197 -1.76223 -0.4 -0.1 -0.4 -0.13
F 18.54723 -5.44234 -1.67179 -1.7 3.5 0.8 -0.29
H 18.60333 -7.61542 -3.42600 -0.4 -0.5 0.1 -0.41
H 17.51924 -7.51390 -1.94450 0.2 -0.1 0.1 0.55
H 20.21350 -6.06048 -2.51737 0.0 -0.2 0.0 0.26
C 18.13224 -6.03780 -6.93175 1.2 2.1 -1.3 -0.06
C 16.77413 -5.63851 -7.41296 2.1 0.7 0.4 0.26
O 16.17261 -5.22055 -6.18463 -2.2 1.4 -2.9 -0.37
C 16.68999 -5.92354 -5.22397 0.2 -0.7 2.5 0.58
O 16.25454 -6.09179 -4.11895 0.1 0.2 -0.8 -0.56
O 17.84314 -6.39819 -5.64641 2.0 -2.5 2.1 -0.18
F 16.23672 -6.76904 -7.84850 -1.9 -1.0 -0.8 -0.27
H 18.79119 -5.16990 -6.90706 0.1 0.3 0.0 0.39
H 18.66061 -6.72791 -7.58953 -0.5 -0.7 0.4 -0.21
H 16.88092 -4.88487 -8.19318 -1.1 0.2 0.2 0.40
C 14.58579 -4.55632 -15.26002 0.2 1.2 -2.5 -0.78
O 14.01412 -5.43558 -14.35191 0.7 -2.0 2.7 -0.35
P 14.95293 -6.48901 -13.49517 1.1 -0.7 -1.0 1.24
O 14.31083 -7.45162 -12.56772 0.0 1.4 -1.1 -0.74
O 15.90983 -7.26091 -14.61782 -1.1 1.9 2.0 -0.27
C 15.66362 -8.57253 -15.09981 0.2 -0.6 -0.9 -0.78
O 16.03432 -5.50651 -12.79295 -0.6 -0.1 -1.0 -0.19
C 15.52913 -4.62843 -11.76224 -0.1 -0.8 1.0 -0.66
H 15.65911 -4.37386 -15.31288 0.3 -1.0 0.6 0.29
H 14.24403 -3.52195 -15.22286 -0.8 -0.1 0.8 0.30
H 14.24328 -4.92506 -16.22688 0.4 0.2 -0.3 0.32
H 16.62291 -9.08161 -15.19315 0.1 0.1 0.2 0.26
H 15.27930 -8.47996 -16.11561 -0.2 -0.1 0.0 0.29
H 15.01564 -9.23592 -14.52698 -0.2 0.6 0.4 0.37
H 15.82432 -3.58068 -11.81854 0.3 -0.2 -0.8 0.31
H 15.94682 -5.03777 -10.84242 -0.1 0.2 0.2 0.06
H 14.44467 -4.67914 -11.66500 0.0 0.0 -0.2 0.41
C 23.55541 -5.61409 -10.64645 -0.7 0.5 0.8 -0.44
O 22.45082 -5.92209 -11.49717 -2.1 -1.6 -0.6 -0.35
P 21.08494 -6.63064 -10.92293 -0.6 0.2 -1.2 0.73
O 20.29122 -5.85978 -9.93847 1.0 -0.7 -0.4 -0.65
O 20.25387 -7.01790 -12.28944 1.8 1.1 1.2 -0.47
C 19.04024 -7.73928 -12.21996 -1.2 -1.0 0.1 -0.16
O 21.52617 -8.07538 -10.39169 0.4 0.6 -0.1 0.40
C 22.02527 -9.02539 -11.37789 -0.6 0.4 0.0 -0.89
H 23.77398 -4.56996 -10.87034 0.3 -0.1 0.3 0.29
H 24.44605 -6.23080 -10.76703 -0.3 -0.2 -0.5 0.23
H 23.19365 -5.72947 -9.62472 0.4 0.3 0.3 0.13
H 18.17351 -7.14822 -12.51584 0.3 0.4 -0.1 0.25
H 18.77398 -8.21189 -11.27453 0.5 0.5 0.5 -0.17
H 19.06845 -8.61152 -12.87302 0.4 0.2 -0.5 0.31
H 21.18871 -9.70096 -11.55648 0.4 -0.5 0.1 0.19
H 22.92918 -9.47600 -10.96801 -0.3 -0.2 -0.1 0.33
H 22.21477 -8.55008 -12.34033 0.3 0.1 0.2 0.37
C 21.90182 -10.39116 -5.42038 -0.4 -1.4 0.0 -0.28
O 22.82340 -9.57698 -4.69202 -1.1 1.0 -0.3 -0.37
P 22.43862 -8.02044 -4.61241 2.2 1.2 1.6 0.25
O 21.11160 -7.68265 -4.05068 0.5 -0.5 -0.8 0.16
O 23.71082 -7.51074 -3.70973 -1.4 -0.7 -1.1 -0.44
C 23.92095 -8.08369 -2.39268 -0.1 0.2 0.0 -0.62
O 22.80594 -7.28689 -6.00883 -0.6 -1.2 1.5 -0.49
C 21.83721 -7.21286 -7.04779 0.3 0.6 -1.6 0.06
H 20.87437 -10.04578 -5.53512 0.2 1.1 -0.2 -0.14
H 21.65551 -11.30108 -4.87313 0.8 -0.2 0.1 0.40
H 22.34659 -10.63425 -6.38536 -0.1 0.0 0.1 0.42
H 23.94536 -7.25315 -1.68719 -0.1 -0.1 0.0 0.27
H 24.87775 -8.60419 -2.35114 0.0 0.1 -0.3 0.26
H 23.14536 -8.78918 -2.09459 -0.1 0.1 -0.1 0.26
H 20.81779 -7.56237 -6.88425 0.1 0.1 0.8 -0.17
H 22.19500 -7.74552 -7.92891 0.2 -0.4 0.2 0.19
H 21.83233 -6.18415 -7.40810 -0.4 0.2 0.4 0.30
C 19.93615 -13.26203 -11.32609 -0.8 0.6 1.3 -0.44
O 20.42818 -13.67640 -12.56272 0.4 -0.4 -1.0 -0.36
P 19.96952 -15.03507 -13.26798 -1.3 -0.8 1.0 0.89
O 20.75847 -15.35223 -14.45877 -0.6 0.4 0.5 -0.72
O 18.33575 -14.92637 -13.51068 3.0 -0.4 0.3 -0.42
C 17.35989 -15.00952 -12.47621 -0.7 -0.5 0.0 -0.25
O 20.10360 -16.08678 -12.00910 0.7 0.1 -1.3 -0.33
C 21.47056 -16.44440 -11.57706 -0.1 1.2 -0.4 -0.77
H 19.21336 -12.45950 -11.47315 0.1 0.2 0.0 0.22
H 20.73731 -12.93830 -10.66168 0.2 0.2 -0.4 0.17
H 19.41387 -14.00816 -10.72724 0.0 -0.5 -0.4 0.42
H 17.64661 -15.61465 -11.61614 0.6 0.4 0.1 0.30
H 16.54519 -15.59966 -12.89582 -0.2 0.4 -0.2 0.37
H 17.01760 -14.00950 -12.20997 0.0 -0.2 0.1 0.04
H 22.28902 -15.95243 -12.10261 -0.5 0.5 -0.7 0.34
H 21.72826 -17.48752 -11.76036 -0.8 -0.1 0.7 0.30
H 21.55236 -15.99493 -10.58742 0.0 -1.0 0.4 0.28
C 19.16667 -15.06787 -2.68955 -0.9 -0.5 1.2 -0.71
O 18.53201 -14.84495 -3.95432 0.3 2.1 -0.8 -0.41
P 18.79638 -13.37883 -4.64648 0.1 -0.3 -0.2 1.18
O 20.21475 -13.13307 -5.04124 -1.4 0.0 0.7 -0.71
O 17.78884 -13.31907 -5.93200 0.7 -0.9 0.3 -0.30
C 18.16066 -14.15635 -7.10572 0.8 -0.3 0.5 -0.53
O 18.15974 -12.38162 -3.53536 -0.3 -2.1 -1.3 -0.38
C 18.50868 -11.03811 -3.33854 1.1 1.0 -0.5 -0.06
H 19.78541 -14.26663 -2.28548 0.7 -0.1 -0.8 0.29
H 19.58463 -16.07454 -2.68612 0.6 0.4 -0.3 0.30
H 18.41753 -15.11576 -1.89924 -0.6 0.0 -0.2 0.28
H 18.22224 -13.63360 -8.06021 -0.3 0.8 0.6 -0.02
H 17.50737 -15.01045 -7.28413 -0.5 0.3 0.7 0.34
H 19.15441 -14.56623 -6.92525 0.0 0.0 0.0 0.36
H 17.65594 -10.43294 -3.03081 -0.1 -0.5 0.3 0.30
H 18.84984 -10.58558 -4.26964 0.2 0.0 -0.1 -0.37
H 19.33873 -10.98105 -2.63438 -0.3 0.1 0.1 0.36
C 16.26737 -9.60731 -10.92519 -0.5 1.1 0.1 -0.61
O 17.53139 -9.95452 -10.38912 1.7 -2.0 2.9 -0.16
P 17.68947 -10.62444 -8.87274 -2.3 -0.6 -0.2 0.18
O 16.57862 -11.56960 -8.47935 2.1 1.5 -1.0 -0.61
O 19.13501 -11.29566 -8.82365 -0.8 1.0 -0.6 -0.19
C 20.33828 -10.51252 -8.72234 1.2 -0.4 0.1 -0.04
O 17.83964 -9.36971 -7.88825 -0.2 0.4 -0.6 0.61
C 17.53204 -9.44354 -6.49265 0.0 -0.4 1.0 -0.26
H 16.10951 -10.07642 -11.89633 0.2 -0.1 0.1 0.16
H 16.35588 -8.52494 -11.01869 -0.6 0.0 -0.4 0.18
H 15.43709 -9.83343 -10.25615 0.1 -0.1 0.0 0.40
H 20.34582 -9.42404 -8.77935 -1.2 0.0 0.0 0.03
H 20.99076 -10.80860 -9.54374 0.0 -0.3 0.1 0.16
H 20.79896 -10.77261 -7.76933 0.0 -0.1 -0.2 -0.21
H 16.52223 -9.13973 -6.21680 -0.3 -0.3 -0.7 0.27
H 18.12107 -8.75157 -5.89073 0.6 0.1 -0.6 -0.13
H 17.72938 -10.44433 -6.10850 -0.2 -0.1 -0.1 0.04
```
Positions in Å, forces in eV/Å.

=====

# 2
DFT (ωB97M-V/def2-TZVPD) results for a cluster of 3 separate species, C22H48N8O7P2 in total.

Values from the calculation:
LUMO level: 0.06 eV
F_max: 0.1249 hartree/bohr
E_tot: -68418.5620 eV

```
87
Properties=species:S:1:pos:R:3:forces:R:3:mulliken_charge:R:1
N -5.61415 2.39035 -1.17520 -0.1 -1.0 -1.1 -0.53
C -5.44632 1.57829 -1.99113 -0.3 0.9 1.3 0.70
O -5.15665 0.64242 -2.84121 0.1 0.3 -0.9 -0.33
C -3.76197 0.75265 -3.17367 2.1 -0.3 1.4 -0.62
N -3.36608 1.74074 -4.15878 -0.8 0.2 -1.0 -0.04
C -2.19151 1.36558 -4.82466 0.0 -0.4 0.5 0.02
O -1.69810 1.89585 -5.78455 -0.3 -0.2 0.2 -0.62
C -1.70395 0.17395 -3.99477 0.1 0.5 0.3 0.07
C -0.52106 -0.64737 -4.44741 0.5 -0.1 -0.2 -0.78
C 0.76664 -0.15783 -3.81185 0.5 0.7 0.3 0.42
O 0.91150 0.93778 -3.34677 -0.3 -0.3 -0.1 -0.51
O 1.81380 -1.06099 -3.79196 -1.0 -0.2 -0.2 -0.45
C -3.01878 -0.50621 -3.60473 -0.5 -0.9 -1.2 -0.21
C -3.79989 -1.28859 -4.68098 -0.5 -0.8 1.5 -0.83
C -4.81136 -2.17638 -3.90308 -0.8 1.7 -1.6 0.28
C -6.21314 -2.14542 -4.41989 1.3 -1.2 0.6 -0.76
O -5.31496 -3.27208 -4.59204 -0.2 -0.6 0.3 -0.50
H -3.26240 1.03365 -2.23700 -0.3 0.1 0.1 0.30
H -4.07205 2.21045 -4.70673 0.0 0.3 0.1 0.29
H -1.40119 0.65953 -3.05583 0.2 0.0 -0.1 0.41
H -0.35373 -0.58908 -5.52603 -0.1 -0.1 -0.1 0.47
H -0.60674 -1.70077 -4.18046 -0.2 -0.1 -0.1 0.30
H 1.86559 -1.35525 -2.87350 0.7 0.0 0.1 0.29
H -2.83704 -1.26370 -2.84186 0.0 0.5 0.6 0.73
H -4.43398 -0.66304 -5.30175 0.6 0.2 -0.5 0.45
H -3.19476 -2.00500 -5.23338 0.3 0.4 -0.3 0.30
H -4.68693 -2.24854 -2.83043 0.1 -0.3 0.2 0.56
H -6.41063 -1.74778 -5.40201 -0.4 0.7 0.2 0.30
H -6.96906 -2.32262 -3.67072 -0.5 0.1 -0.3 0.30
O 4.45991 -1.81838 -1.17669 2.4 0.3 -2.4 -0.84
P 5.58702 -2.65212 -0.61085 -3.3 -1.9 5.2 0.82
N 4.85633 -4.20702 -0.68342 0.0 0.1 -0.4 0.12
C 5.26920 -5.34349 0.11503 0.6 -0.1 0.1 -0.95
C 4.48989 -4.65384 -2.02538 -0.2 0.3 -0.2 -1.04
N 5.48072 -2.06438 1.02420 0.2 -0.4 0.5 0.19
C 4.42230 -2.58119 1.87869 -0.1 -0.3 -0.1 -0.95
C 5.51292 -0.60818 1.09922 0.2 0.0 -0.2 -1.19
N 7.21592 -3.28747 -0.31611 0.5 1.7 -2.2 0.09
C 8.03289 -2.86626 0.82196 0.0 0.2 0.3 -0.93
C 8.04132 -3.18826 -1.54236 -0.2 -0.4 -0.2 -1.05
H 6.12627 -5.87424 -0.32165 0.0 0.0 0.0 0.32
H 4.44024 -6.05162 0.19133 -0.1 0.1 -0.1 0.35
H 5.53724 -5.06469 1.13118 0.1 0.1 -0.1 0.27
H 5.36844 -4.99673 -2.59048 -0.1 -0.1 0.0 0.32
H 4.01794 -3.84866 -2.58720 0.1 0.1 0.1 0.26
H 3.77253 -5.47511 -1.97318 0.1 0.0 0.1 0.35
H 3.43460 -2.54503 1.40332 0.0 0.0 0.0 0.25
H 4.37772 -2.00745 2.80633 0.1 0.2 -0.1 0.39
H 4.62697 -3.60853 2.18245 -0.1 0.0 -0.1 0.21
H 4.55071 -0.15534 0.83749 0.0 0.0 -0.1 0.33
H 6.26606 -0.20412 0.41605 0.0 0.0 0.0 0.38
H 5.78798 -0.29108 2.10841 0.0 -0.1 0.0 0.36
H 8.23070 -1.79113 0.83267 0.1 0.0 0.1 0.28
H 8.99421 -3.38710 0.77889 -0.1 0.0 -0.3 0.40
H 7.57283 -3.15372 1.76151 -0.2 0.1 -0.1 0.27
H 8.30907 -2.15237 -1.77046 0.1 0.0 0.0 0.34
H 7.49322 -3.59116 -2.39991 0.0 0.1 0.0 0.32
H 8.95593 -3.77327 -1.44320 0.0 0.0 0.1 0.35
O -2.71742 1.20720 3.89474 2.4 0.4 2.5 -0.87
P -2.68717 2.70820 4.08177 -4.7 1.1 -4.3 0.87
N -4.27137 2.94881 4.70414 0.2 -0.2 0.3 0.09
C -4.98176 4.21069 4.66706 0.3 0.5 0.1 -0.94
C -4.55006 2.26185 5.96199 0.1 -0.4 -0.1 -1.08
N -2.67279 3.13132 2.39447 -0.2 0.6 -0.2 0.27
C -3.92413 3.06601 1.65115 -0.3 0.0 0.2 -1.04
C -1.62112 2.44700 1.65361 0.2 0.0 0.2 -1.21
N -2.12572 4.33095 4.52854 2.0 -1.6 1.2 0.10
C -1.52101 5.24932 3.56372 0.1 0.1 -0.4 -0.93
C -1.24980 4.26712 5.72076 -0.4 0.0 0.3 -1.06
H -4.70091 4.87525 5.49602 0.0 0.0 0.0 0.32
H -6.05604 4.02255 4.73758 0.0 -0.1 0.0 0.36
H -4.81943 4.75392 3.73936 0.2 0.0 0.0 0.27
H -4.09283 2.78246 6.81635 -0.2 0.0 0.1 0.33
H -4.16675 1.24261 5.93959 0.1 0.0 -0.1 0.31
H -5.62626 2.19841 6.13365 0.0 0.1 -0.1 0.34
H -4.45459 2.11741 1.79529 0.0 0.0 -0.1 0.31
H -3.73834 3.19430 0.58464 0.2 -0.1 0.0 0.40
H -4.59024 3.88465 1.92557 -0.1 -0.1 0.1 0.16
H -1.88112 1.40663 1.42535 0.1 0.0 0.1 0.30
H -0.68880 2.43727 2.22655 0.0 -0.1 0.0 0.38
H -1.41921 2.97313 0.71673 -0.1 0.1 0.0 0.36
H -0.61953 4.84576 3.09484 0.0 0.1 -0.1 0.28
H -1.24897 6.17541 4.07956 0.0 -0.2 0.3 0.39
H -2.23027 5.52809 2.79155 0.0 -0.2 -0.1 0.26
H -0.27955 3.81664 5.49008 0.1 0.1 0.1 0.34
H -1.72231 3.66647 6.50450 0.0 0.0 -0.1 0.32
H -1.08468 5.26198 6.13542 0.0 0.0 -0.1 0.35
```
Positions in Å, forces in eV/Å.